# 1
C5H13NS | ωB97M-V/def2-TZVPD

```
20
Properties=species:S:1:pos:R:3
C -2.30324 2.42564 0.77564
S -1.84917 0.67310 0.93679
C -0.60071 0.32077 -0.40505
C 0.67719 -0.24400 0.25615
C 1.49666 -0.94332 -0.85064
C 3.03555 -0.70646 -0.71674
N 1.20044 -2.40415 -0.75812
H -1.90925 3.04224 1.57412
H -1.89253 2.80590 -0.16349
H -3.38129 2.43153 0.68618
H -0.37263 1.27864 -0.86343
H -0.98262 -0.41243 -1.10378
H 1.25655 0.58442 0.65166
H 0.46482 -0.94901 1.05598
H 1.18776 -0.63405 -1.84654
H 3.17620 0.37839 -0.75494
H 3.53983 -1.02876 0.18924
H 3.42800 -1.22186 -1.58768
H 1.58954 -2.69151 0.13254
H 1.47862 -2.88134 -1.60028
```

Kohn-Sham gap = 9.4 eV
charge = 0
LUMO = 0.041 Ha
HOMO level = -8.3 eV
2S+1 = 1
structure (SMILES) = CSCC[C@@H](C)N

***

# 2
C5H13NS | ωB97M-V/def2-TZVPD

```
20
Properties=species:S:1:pos:R:3
C 1.44728 -2.18144 0.68893
C 2.15061 -1.23458 -0.32561
C 1.20502 -0.05770 -0.72473
N 0.12300 0.48192 0.20440
C -1.07820 1.04545 -0.48613
C -2.06237 1.32237 0.71190
S -3.59170 2.40488 0.10434
H 1.51139 -1.34430 1.51059
H 0.52052 -2.52229 0.34920
H 1.94684 -3.13928 0.93552
H 3.10531 -1.04016 0.14095
H 2.35619 -1.65510 -1.27513
H 0.66523 -0.25153 -1.63525
H 1.75013 0.88003 -1.04565
H 0.63142 1.35432 0.72200
H -1.60153 0.42655 -1.19259
H -0.65852 1.90059 -0.99885
H -2.55355 0.39887 0.97127
H -1.48074 1.87124 1.50138
H -4.38633 1.34018 -0.15653
```

Kohn-Sham gap = 9.8 eV
charge = 0
LUMO = 0.033 Ha
HOMO level = -8.9 eV
2S+1 = 1
structure (SMILES) = CCCNCCS

***

# 3
C5H13NS | ωB97M-V/def2-TZVPD

```
20
Properties=species:S:1:pos:R:3
C 2.08487 -0.24677 -2.11665
N 0.84488 -0.07094 -1.43703
C 0.91181 0.12130 0.00577
C -0.04268 1.03211 0.71092
C -1.54195 0.74885 0.53556
C -2.02775 -0.76946 0.86464
S -2.10133 -1.15522 2.62353
H 2.39301 0.44954 -2.96713
H 2.68810 -0.04606 -1.19850
H 2.20331 -1.27482 -2.38062
H 0.22933 -0.89781 -1.65971
H 0.99717 -0.77457 0.60052
H 1.83253 0.73059 0.23642
H 0.27419 2.11170 0.54682
H 0.26913 0.96590 1.74207
H -2.15310 1.43190 1.09882
H -1.77862 1.02670 -0.60229
H -1.20375 -1.32702 0.37014
H -3.06764 -0.94781 0.27563
H -0.81152 -1.10813 2.75109
```

Kohn-Sham gap = 9.7 eV
charge = 0
LUMO = 0.033 Ha
HOMO level = -8.8 eV
2S+1 = 1
structure (SMILES) = CNCCCCS

***

# 4
C5H13NS | ωB97M-V/def2-TZVPD

```
20
Properties=species:S:1:pos:R:3
C -2.14188 -0.04394 -1.94298
N -1.04858 -0.76425 -1.35339
C -1.07851 -0.92487 0.10182
C -0.15652 0.06430 0.76310
C 1.30050 -0.18839 0.42698
C 2.26400 0.48320 1.41047
S 1.87868 2.18049 1.89765
H -3.13972 -0.44596 -1.70380
H -2.06566 -0.13132 -3.03016
H -2.14298 1.01777 -1.70706
H -0.64324 -1.50088 -1.89739
H -0.87194 -1.96408 0.34760
H -2.13381 -0.77756 0.34319
H -0.48462 1.04194 0.56987
H -0.21711 -0.10225 1.84125
H 1.64689 0.13042 -0.55867
H 1.47009 -1.26729 0.50257
H 2.27292 -0.08237 2.34173
H 3.23192 0.49903 0.93609
H 2.05956 2.77602 0.71114
```

Kohn-Sham gap = 9.4 eV
charge = 0
LUMO = 0.037 Ha
HOMO level = -8.3 eV
2S+1 = 1
structure (SMILES) = CNCCCCS

***

# 5
C5H13NS2 | ωB97M-V/def2-TZVPD

```
21
Properties=species:S:1:pos:R:3
S 1.74281 -1.25091 -2.30536
S -2.54980 0.47462 1.83988
C -0.84712 0.18945 1.89032
C -0.24065 -0.26671 0.45096
C -0.69230 -1.69040 0.15775
N 1.13787 -0.10227 0.35190
C 1.51981 1.30919 0.15025
C 0.97858 2.04094 -1.07398
H 0.65451 -0.58582 -2.72100
H -0.30196 1.12168 2.10453
H -0.61996 -0.56021 2.64364
H -0.81185 0.32096 -0.27951
H -0.48958 -1.87621 -0.90864
H -0.10845 -2.46331 0.66359
H -1.76376 -1.75481 0.35587
H 1.52358 -0.57100 -0.57031
H 1.29578 1.83543 1.09535
H 2.60007 1.28711 0.08872
H 1.03875 3.11954 -0.93542
H -0.03057 1.82281 -1.41081
H 1.69989 1.89722 -1.87525
```

Kohn-Sham gap = 3.8 eV
charge = 0
LUMO = -0.155 Ha
HOMO level = -8.0 eV
2S+1 = 1

***

# 6
C5H13NdO3 | ωB97M-V/def2-TZVPD

```
22
Properties=species:S:1:pos:R:3
C -2.64414 2.10970 0.19630
O -1.58976 1.15836 0.06723
H -3.03424 2.10424 1.22270
H -2.23193 3.08919 -0.06210
H -3.45290 1.86048 -0.50262
C -1.96783 -0.20502 0.04546
O -0.84514 -0.93241 0.42724
C -0.16717 -1.67106 -0.59833
C 1.30378 -1.66759 -0.27317
O 1.73182 -0.31136 -0.17238
C 3.14756 -0.14970 -0.10213
H -2.29983 -0.45735 -0.97146
H -2.71975 -0.36790 0.82874
H -0.34569 -1.19968 -1.57526
H -0.54278 -2.70150 -0.61055
H 1.50816 -2.17909 0.67936
H 1.85449 -2.16612 -1.08304
H 3.61893 -0.85161 -0.80223
H 3.49361 -0.31075 0.92798
H 3.38759 0.86961 -0.42279
Nd 0.49071 1.25316 0.82773
H 1.30452 2.72640 1.95332
```

Kohn-Sham gap (alpha / beta) = 8.3 / 8.5 eV
expectation value of S² = 3.774
charge = +2
LUMO (alpha / beta) = -0.314 / -0.307 Ha
HOMO level (alpha / beta) = -16.8 / -16.8 eV
2S+1 = 4